#a
Density functional theory data (ωB97M-V/def2-TZVPD) for a molecular structure, C3H10NO.

## Properties
- LUMO (hartree) = -0.264
- E_HOMO (eV) = -12.5
- Kohn-Sham gap (eV) = 5.32
- total charge = +1

Last column: Mulliken charge in e.
Cartesian coordinates (Å):
1 O 1.418 0.562 0.520  -0.395
2 N -0.324 -1.339 0.704  -0.303
3 C 1.474 0.235 -1.350  -0.505
4 C -1.150 -0.326 1.071  -0.200
5 C -1.698 0.640 0.275  -0.740
6 H 0.637 0.569 -0.366  0.244
7 H -2.153 0.493 -0.709  0.329
8 H 0.953 1.268 1.034  0.443
9 H -1.706 1.695 0.498  0.328
10 H -0.086 -2.089 1.350  0.239
11 H -0.627 -1.679 -0.217  0.299
12 H 2.082 1.095 -1.604  0.362
13 H 2.062 -0.638 -1.094  0.267
14 H 0.731 0.054 -2.142  0.287
15 H -1.615 -0.540 2.029  0.345


#b
Density functional theory data (ωB97M-V/def2-TZVPD) for 2 unconnected molecules or ions with the total composition C3H10NO.

## Properties
- LUMO (hartree) = -0.327
- E_HOMO (eV) = -12.6
- Kohn-Sham gap (eV) = 3.71
- total charge = +1

Last column: Mulliken charge in e.
Cartesian coordinates (Å):
1 O -0.570 1.157 -3.204  -0.385
2 N 0.406 0.313 3.088  -0.376
3 C 0.256 -0.555 1.915  -0.425
4 C -0.122 -0.733 -1.555  -0.305
5 C -0.180 0.634 -1.741  -0.092
6 H 0.620 -1.266 -2.134  0.353
7 H 1.060 -0.486 1.172  0.172
8 H 0.788 1.179 -1.751  0.281
9 H -0.740 -0.284 1.492  0.188
10 H -0.971 1.369 -1.323  0.267
11 H -1.099 -1.233 -1.429  0.321
12 H -0.609 0.414 -3.843  0.320
13 H 1.071 0.150 3.839  0.199
14 H 0.392 -1.636 2.227  0.282
15 H -0.300 0.977 3.246  0.200


Which structure loses on stability? #a does.


#a
Density functional theory data (ωB97M-V/def2-TZVPD) for 2 unconnected molecules or ions with the total composition C3H10NO.

## Properties
- LUMO (hartree) = -0.126
- E_HOMO (eV) = -15.1
- Kohn-Sham gap (eV) = 11.69
- total charge = +1

Last column: Mulliken charge in e.
Cartesian coordinates (Å):
1 O -0.795 -1.027 0.695  -0.567
2 N 1.516 -0.068 0.334  -0.290
3 C 0.816 1.992 -0.685  -0.652
4 C 1.351 0.785 -0.870  0.013
5 C -2.116 -1.151 0.072  -0.558
6 H 1.401 0.249 -1.814  0.376
7 H 0.818 -0.766 0.781  0.320
8 H 2.460 -0.472 0.375  0.396
9 H -0.758 -1.684 1.406  0.301
10 H 1.577 0.661 1.049  0.375
11 H 0.612 2.372 0.302  0.223
12 H 0.454 2.564 -1.510  0.275
13 H -2.511 -2.137 0.269  0.280
14 H -2.735 -0.414 0.586  0.269
15 H -2.089 -0.904 -0.990  0.239


#b
Density functional theory data (ωB97M-V/def2-TZVPD) for 2 unconnected molecules or ions with the total composition C3H10NO.

## Properties
- LUMO (hartree) = -0.236
- E_HOMO (eV) = -13.8
- Kohn-Sham gap (eV) = 7.38
- total charge = +1

Last column: Mulliken charge in e.
Cartesian coordinates (Å):
1 O 0.173 -1.560 2.016  -0.528
2 N -0.148 2.137 -0.615  -0.210
3 C -1.330 1.778 -1.010  0.035
4 C 1.146 -1.155 -0.247  -1.327
5 C -0.117 -1.366 0.638  0.363
6 H 0.838 -0.801 -1.219  0.383
7 H 1.801 -1.974 -0.333  0.366
8 H -0.004 3.089 -0.282  0.322
9 H -2.076 2.418 -1.480  0.318
10 H -1.845 0.824 -0.692  0.252
11 H -0.803 -2.253 0.344  0.258
12 H -0.808 -0.443 0.552  -0.237
13 H 0.380 1.263 -0.098  0.250
14 H 1.081 -1.664 2.249  0.320
15 H 1.711 -0.292 0.177  0.436


Which structure loses on stability? #b does.


#a
Density functional theory data (ωB97M-V/def2-TZVPD) for C4H8FN in the gas phase.

## Properties
- LUMO (hartree) = 0.035
- E_HOMO (eV) = -9.1
- Kohn-Sham gap (eV) = 10.06
- structure (SMILES) = C[C@]1(F)C[C@H]1N

Last column: Mulliken charge in e.
Cartesian coordinates (Å):
1 F 0.836 1.305 0.429  -0.373
2 N -2.185 0.292 -0.336  -0.640
3 C 1.993 -0.348 -0.483  -1.121
4 C -0.920 -0.436 -0.450  -0.230
5 C 0.520 -0.012 -0.093  0.793
6 C -0.270 -0.988 0.841  -0.813
7 H 1.677 -1.395 -0.775  0.270
8 H 2.718 -0.136 0.301  0.266
9 H 2.305 0.213 -1.267  0.368
10 H -2.397 1.214 -1.052  0.258
11 H -0.847 -1.160 -1.132  0.444
12 H -2.691 0.631 0.744  0.283
13 H -0.738 -0.369 1.737  0.236
14 H -0.199 -2.080 1.053  0.255


#b
Density functional theory data (ωB97M-V/def2-TZVPD) for C4H8FN in the gas phase.

## Properties
- LUMO (hartree) = 0.041
- E_HOMO (eV) = -9.3
- Kohn-Sham gap (eV) = 10.37
- structure (SMILES) = NCC1(F)CC1

Last column: Mulliken charge in e.
Cartesian coordinates (Å):
1 F 0.398 1.715 -0.272  -0.363
2 N -2.103 0.047 -0.246  -0.483
3 C 1.634 -0.101 0.486  -0.721
4 C 1.013 -0.513 -0.839  -0.859
5 C -1.002 0.082 0.642  -1.029
6 C 0.299 0.414 0.077  1.122
7 H -2.495 0.894 -0.680  0.241
8 H 0.442 -1.366 -0.915  0.324
9 H -1.026 0.755 1.489  0.363
10 H 2.388 0.651 0.439  0.275
11 H 1.542 -0.176 -1.669  0.301
12 H 1.800 -0.786 1.326  0.231
13 H -1.968 -0.706 -0.890  0.223
14 H -0.922 -0.909 1.051  0.376


Which structure loses on stability? #a does.


#a
Density functional theory data (ωB97M-V/def2-TZVPD) for 2 unconnected molecules or ions with the total composition H2O2.

## Properties
- LUMO (hartree) = -0.025
- E_HOMO (eV) = -10.2
- Kohn-Sham gap (eV) = 9.51

Last column: Mulliken charge in e.
Cartesian coordinates (Å):
1 O -0.494 -0.455 0.284  -0.319
2 O 0.654 0.297 0.397  -0.347
3 H -1.368 0.013 0.348  0.342
4 H 1.207 0.145 -1.030  0.324


#b
Density functional theory data (ωB97M-V/def2-TZVPD) for H2O2 in the gas phase.

## Properties
- LUMO (hartree) = 0.011
- E_HOMO (eV) = -10.6
- Kohn-Sham gap (eV) = 10.85
- structure (SMILES) = OO

Last column: Mulliken charge in e.
Cartesian coordinates (Å):
1 O -0.790 -0.295 0.046  -0.394
2 O 0.021 0.856 -0.397  -0.323
3 H 0.759 0.571 0.382  0.360
4 H 0.009 -1.132 -0.032  0.357


Which structure loses on stability? #a does.


#a
Density functional theory data (ωB97M-V/def2-TZVPD) for a molecular structure, C3H4HgO4.

## Properties
- LUMO (alpha / beta) (hartree) = 0.119 / 0.098
- expectation value of S² = 0.75
- E_HOMO (alpha / beta) (eV) = -2.3 / -2.3
- Kohn-Sham gap (alpha / beta) (eV) = 5.56 / 4.99
- spin multiplicity = 2
- total charge = -1

Last column: Mulliken charge in e.
Cartesian coordinates (Å):
1 Hg 4.231 0.163 0.100  -0.306
2 O 2.123 0.794 0.096  -0.323
3 O 2.712 -1.329 -0.092  -0.365
4 O -2.831 0.135 -0.081  -0.470
5 O 0.562 -0.824 -0.064  -0.134
6 C -0.442 0.172 -0.035  -0.222
7 C 1.849 -0.422 -0.007  -0.029
8 C -1.788 -0.499 -0.115  -0.111
9 H -0.335 0.863 -0.887  0.294
10 H -1.787 -1.583 -0.356  0.350
11 H -3.904 1.761 0.553  0.027
12 H -0.388 0.767 0.889  0.289


#b
Density functional theory data (ωB97M-V/def2-TZVPD) for a molecular structure, C3H4HgO4.

## Properties
- LUMO (alpha / beta) (hartree) = 0.093 / 0.066
- expectation value of S² = 0.78
- E_HOMO (alpha / beta) (eV) = -3.3 / -3.3
- Kohn-Sham gap (alpha / beta) (eV) = 5.86 / 5.13
- spin multiplicity = 2
- total charge = -1

Last column: Mulliken charge in e.
Cartesian coordinates (Å):
1 Hg 3.399 -2.984 0.643  -0.116
2 O -1.889 2.274 -0.067  -0.461
3 O 1.613 -1.088 0.912  -0.596
4 O 1.723 -2.169 -1.015  -0.628
5 O 0.277 -0.510 -0.807  -0.214
6 C -1.376 1.254 -0.731  -0.201
7 C 1.259 -1.264 -0.280  0.451
8 C -0.309 0.488 0.023  -0.283
9 H -0.710 0.014 0.939  0.299
10 H -2.125 0.555 -1.167  0.238
11 H 0.490 1.183 0.324  0.297
12 H -2.351 2.247 1.224  0.213


Which structure loses on stability? #a does.


#a
Density functional theory data (ωB97M-V/def2-TZVPD) for 2 unconnected molecules or ions with the total composition C5H8N4O.

## Properties
- LUMO (hartree) = 0.013
- E_HOMO (eV) = -8.4
- Kohn-Sham gap (eV) = 8.80
- structure (SMILES) = Cn1ncc(C#N)c1N.O

Last column: Mulliken charge in e.
Cartesian coordinates (Å):
1 O -0.686 3.134 -0.631  -0.757
2 N -2.748 3.581 -2.956  -0.839
3 N -0.105 0.560 -1.697  -0.711
4 N -3.585 2.502 -2.889  0.649
5 N -3.405 0.134 -2.875  -0.460
6 C -1.575 1.755 -3.388  -0.099
7 C -0.491 1.277 -2.575  0.454
8 C -2.925 1.362 -3.187  0.409
9 C -4.944 2.621 -2.416  -0.997
10 C -1.761 3.140 -3.720  -0.236
11 H -2.735 -0.530 -2.508  0.271
12 H -5.610 2.045 -3.071  0.372
13 H -5.050 2.239 -1.391  0.346
14 H -0.990 3.832 -4.051  0.384
15 H -5.209 3.682 -2.418  0.296
16 H -0.502 2.054 -0.312  0.375
17 H -1.393 3.569 -1.142  0.336
18 H -4.333 0.042 -2.485  0.210


#b
Density functional theory data (ωB97M-V/def2-TZVPD) for C5H8N4O in the gas phase.

## Properties
- LUMO (hartree) = 0.022
- E_HOMO (eV) = -9.0
- Kohn-Sham gap (eV) = 9.62
- structure (SMILES) = CON(N)c1ncccn1

Last column: Mulliken charge in e.
Cartesian coordinates (Å):
1 O 1.378 -0.103 0.816  -0.236
2 N -1.815 1.408 0.256  -0.485
3 N -1.262 -0.890 0.088  -0.378
4 N 0.694 0.695 -0.171  -0.038
5 N 0.867 2.042 0.021  -0.516
6 C 2.339 -0.908 0.178  -0.517
7 C -2.538 -1.219 0.200  -0.131
8 C -3.525 -0.248 0.327  -0.397
9 C -1.014 0.393 0.119  0.434
10 C -3.098 1.073 0.360  -0.132
11 H 2.786 -1.509 0.967  0.249
12 H -2.760 -2.278 0.177  0.409
13 H 0.658 2.364 0.966  0.211
14 H 1.815 2.307 -0.230  0.263
15 H 3.110 -0.296 -0.303  0.230
16 H -4.568 -0.510 0.398  0.369
17 H -3.794 1.895 0.471  0.417
18 H 1.873 -1.553 -0.571  0.248


Which structure loses on stability? #a does.